# 1
ORCA calculation (the ωB97M-V functional and the def2-TZVPD basis) on a cluster of 9 separate species, C51H56N5O10 in total.

Geometry as XYZ:
```
122
C51H56N5O10 the ωB97M-V functional and the def2-TZVPD basis
C -1.78 1.45 -1.62
C -2.82 0.72 -0.96
N -2.41 0.27 0.47
C -3.38 0.22 1.45
C -2.77 -0.17 2.58
N -1.42 -0.06 2.32
C -1.24 0.12 1.04
C -0.37 -0.38 3.35
H -1.46 2.32 -0.92
H -2.27 2.14 -2.40
H -1.07 0.83 -2.24
H -3.10 -0.06 -1.65
H -3.87 1.18 -1.01
H -4.34 0.28 1.23
H -3.02 -0.48 3.63
H -0.44 0.20 0.42
H -0.92 -0.35 4.47
H 0.38 0.26 3.63
H 0.08 -1.47 3.41
N -0.99 5.57 -5.42
C -0.79 4.29 -5.02
C 0.14 3.99 -4.05
C 0.88 5.02 -3.29
C 0.54 6.30 -3.73
C -0.47 6.60 -4.79
H -1.08 3.36 -5.80
H 0.30 2.92 -3.84
H 1.56 4.90 -2.50
H 1.05 7.24 -3.37
H -0.49 7.56 -4.94
N -1.88 -1.71 6.45
C -2.98 -0.96 6.43
C -4.20 -1.17 5.71
C -4.30 -2.48 5.17
C -3.22 -3.30 5.12
C -2.00 -2.88 5.73
H -2.96 -0.31 7.10
H -4.92 -0.30 5.66
H -5.26 -2.73 4.87
H -3.27 -4.27 4.64
H -1.10 -3.62 5.61
N -3.38 -0.05 -4.34
C -3.04 -1.20 -4.89
C -2.78 -1.31 -6.33
C -2.79 -0.13 -7.08
C -3.10 1.14 -6.44
C -3.32 1.13 -5.05
H -3.21 -2.11 -4.27
H -2.76 -2.42 -6.89
H -2.84 -0.15 -8.14
H -3.19 2.08 -7.02
H -3.21 2.13 -4.50
C 1.01 6.55 -0.45
C 0.69 5.02 0.00
C 1.64 4.14 0.14
C 3.01 4.50 -0.15
C 3.38 5.85 -0.36
C 2.35 6.90 -0.53
O 2.73 8.15 -0.68
O 1.37 2.84 0.58
H 0.28 7.22 -0.24
H -0.47 4.88 0.07
H 3.86 3.79 0.16
H 4.57 6.09 -0.48
H 3.53 8.29 -1.05
H 2.19 2.27 0.87
C 3.11 2.45 3.66
C 2.71 2.80 5.05
C 2.67 1.65 5.85
C 2.87 0.35 5.30
C 3.17 0.12 4.05
C 3.26 1.13 3.17
O 3.64 0.90 1.83
O 2.30 1.89 7.17
H 2.92 3.31 3.10
H 2.38 3.71 5.37
H 2.81 -0.45 5.98
H 3.35 -0.90 3.64
H 3.57 0.00 1.33
H 2.21 1.04 7.68
C 0.96 0.42 -6.38
C 0.73 0.09 -4.97
C 1.68 0.27 -4.00
C 2.92 0.60 -4.49
C 3.14 1.08 -5.71
C 2.20 0.88 -6.71
O 2.30 1.16 -7.98
O 1.55 -0.13 -2.69
H 0.25 0.23 -7.09
H -0.32 -0.28 -4.65
H 3.75 0.65 -3.79
H 3.94 1.56 -6.15
H 3.10 1.57 -8.27
H 2.23 -0.30 -2.09
C 2.17 -6.12 2.63
C 2.67 -7.51 2.61
C 2.14 -8.47 3.45
C 1.27 -8.12 4.47
C 0.85 -6.71 4.50
C 1.27 -5.77 3.61
O 0.80 -4.46 3.68
O 2.71 -9.79 3.45
H 2.62 -5.46 1.94
H 3.49 -7.92 1.93
H 0.89 -8.75 5.29
H 0.28 -6.49 5.33
H 0.92 -3.75 2.99
H 3.38 -9.82 2.85
C -0.23 -2.62 -0.92
C -1.56 -2.97 -1.60
C -2.60 -3.48 -0.95
C -2.58 -3.56 0.43
C -1.36 -3.25 1.21
C -0.24 -2.92 0.51
O 0.87 -2.54 1.20
O -3.77 -3.81 -1.65
H 0.54 -2.26 -1.35
H -1.27 -2.78 -2.53
H -3.41 -3.93 1.04
H -1.36 -3.42 2.32
H 1.85 -2.38 0.74
H -4.61 -3.41 -1.18
```

Results
E_HOMO	-10.13	eV
multiplicity	1
total charge	+1
energy relative to the best compared isomer or geometry (same formula, charge and spin)	34.8	kcal/mol
electronic energy	-3002.39928	Eh
lowest unoccupied orbital energy	-2.89	eV

Mulliken population analysis, charges in e, atoms 1 to 99:
1. C -0.557
2. C -0.613
3. N 0.777
4. C -1.318
5. C 0.720
6. N 0.578
7. C -1.510
8. C -0.074
9. H 0.174
10. H 0.131
11. H 0.096
12. H 0.355
13. H 0.391
14. H 0.649
15. H -0.357
16. H 1.220
17. H -0.057
18. H 0.257
19. H -0.058
20. N -0.563
21. C -0.060
22. C -0.018
23. C -0.494
24. C -0.298
25. C -0.421
26. H 0.045
27. H 0.504
28. H 0.633
29. H 0.203
30. H 0.477
31. N -0.645
32. C -0.314
33. C -0.675
34. C -0.373
35. C -0.332
36. C -0.020
37. H 0.749
38. H 0.380
39. H 0.496
40. H 0.470
41. H 0.331
42. N -0.307
43. C -0.218
44. C -0.415
45. C -0.384
46. C -0.525
47. C -0.098
48. H 0.481
49. H 0.212
50. H 0.511
51. H 0.432
52. H 0.324
53. C -0.996
54. C -0.408
55. C 0.665
56. C -0.477
57. C -0.412
58. C 0.761
59. O -0.527
60. O -0.216
61. H 0.637
62. H 0.195
63. H 0.333
64. H 0.108
65. H 0.301
66. H 0.081
67. C -0.193
68. C -0.970
69. C 0.679
70. C -0.633
71. C -0.572
72. C 0.574
73. O -0.592
74. O -0.550
75. H 0.375
76. H 0.577
77. H 0.383
78. H 0.288
79. H 0.260
80. H 0.305
81. C -0.590
82. C 0.508
83. C 0.155
84. C -0.512
85. C -0.837
86. C 0.377
87. O -0.497
88. O -0.141
89. H 0.694
90. H -0.295
91. H 0.281
92. H 0.450
93. H 0.310
94. H 0.194
95. C -0.335
96. C -0.723
97. C 0.678
98. C -0.585
99. C -0.421



# 2
ORCA calculation (the ωB97M-V functional and the def2-TZVPD basis) on a cluster of 6 separate species, C51H58F5O5P in total.

Geometry as XYZ:
```
120
C51H58F5O5P the ωB97M-V functional and the def2-TZVPD basis
C 3.88 0.73 2.15
C 2.57 0.70 1.37
P 1.38 1.98 1.93
C 0.81 1.28 3.54
C -0.04 1.66 0.84
C -0.04 0.78 -0.16
C -1.28 0.63 -0.99
O -1.27 0.44 -2.18
C -2.55 0.76 -0.19
O -3.62 0.02 -0.56
C -3.38 -1.38 -0.72
C -4.22 -2.28 0.23
C -5.02 -3.27 -0.62
C -5.05 -1.46 1.24
C -6.22 -2.22 1.91
C -6.44 -1.64 3.33
C -7.50 -1.99 1.11
C -2.57 1.66 0.79
C -3.77 1.96 1.65
C -4.41 3.32 1.30
C -5.77 3.49 1.98
C -6.84 2.63 1.36
O -7.24 3.21 0.09
C -6.84 2.48 -0.97
O -7.04 1.31 -1.11
C -1.31 2.44 1.03
O -1.31 3.61 1.33
H 3.74 0.66 3.22
H 4.47 -0.13 1.85
H 4.46 1.61 1.86
H 2.09 -0.28 1.48
H 2.73 0.84 0.31
H 1.70 1.06 4.13
H 0.28 0.33 3.41
H 0.19 1.99 4.08
H 0.80 0.15 -0.42
H -2.32 -1.61 -0.59
H -3.62 -1.64 -1.75
H -3.52 -2.87 0.82
H -5.49 -4.05 -0.04
H -5.74 -2.76 -1.26
H -4.32 -3.77 -1.29
H -4.37 -1.19 2.05
H -5.47 -0.57 0.78
H -5.99 -3.28 1.98
H -6.07 -0.62 3.35
H -7.50 -1.62 3.57
H -5.90 -2.19 4.09
H -7.73 -0.92 1.16
H -7.38 -2.23 0.06
H -8.36 -2.51 1.53
H -4.52 1.20 1.46
H -3.47 1.97 2.70
H -3.76 4.15 1.56
H -4.56 3.33 0.21
H -6.06 4.54 1.88
H -5.71 3.30 3.06
H -6.51 1.61 1.20
H -7.72 2.59 2.00
H -6.26 3.04 -1.71
F 5.92 2.43 -0.19
C 5.61 3.75 -0.17
C 5.15 4.34 -1.33
C 4.83 5.69 -1.31
C 4.96 6.42 -0.14
C 5.42 5.80 1.02
C 5.75 4.45 1.01
H 5.06 3.75 -2.24
H 4.47 6.16 -2.21
H 4.71 7.47 -0.12
H 5.53 6.37 1.93
H 6.10 3.94 1.89
F -7.27 2.74 -5.27
C -6.06 2.16 -5.19
C -5.71 1.50 -4.03
C -4.45 0.91 -3.96
C -3.57 1.00 -5.03
C -3.95 1.67 -6.18
C -5.20 2.26 -6.27
H -6.39 1.46 -3.20
H -4.16 0.39 -3.05
H -2.59 0.55 -4.96
H -3.26 1.74 -7.01
H -5.52 2.78 -7.16
F 6.24 4.47 -4.42
C 7.42 3.83 -4.29
C 7.44 2.56 -3.75
C 8.66 1.91 -3.63
C 9.83 2.54 -4.03
C 9.78 3.82 -4.57
C 8.57 4.47 -4.71
H 6.52 2.09 -3.44
H 8.70 0.92 -3.21
H 10.78 2.03 -3.93
H 10.69 4.31 -4.89
H 8.51 5.47 -5.13
F 2.45 -1.77 -0.42
C 3.35 -2.78 -0.38
C 3.43 -3.56 0.75
C 4.35 -4.59 0.79
C 5.18 -4.83 -0.30
C 5.08 -4.03 -1.43
C 4.16 -3.00 -1.48
H 2.78 -3.35 1.60
H 4.42 -5.21 1.67
H 5.90 -5.63 -0.27
H 5.72 -4.21 -2.28
H 4.06 -2.36 -2.36
F 3.20 -5.14 3.94
C 3.17 -6.48 4.10
C 4.33 -7.15 4.41
C 4.29 -8.53 4.57
C 3.10 -9.21 4.40
C 1.94 -8.52 4.07
C 1.97 -7.14 3.92
H 5.25 -6.59 4.54
H 5.20 -9.06 4.82
H 3.07 -10.29 4.52
H 1.01 -9.06 3.93
H 1.08 -6.58 3.67
```

Results
E_HOMO	-8.37	eV
multiplicity	1
electronic energy	-3194.97889	Eh
structure (SMILES)	CCP(C)C1=CC(=O)C(OC[C@H](C)CC(C)C)=C(CCCCOC=O)C1=O.Fc1ccccc1.Fc1ccccc1.Fc1ccccc1.Fc1ccccc1.Fc1ccccc1
lowest unoccupied orbital energy	-0.61	eV

Mulliken population analysis, charges in e, atoms 1 to 99:
1. C -1.165
2. C -0.149
3. P -0.006
4. C -1.192
5. C 1.216
6. C -0.242
7. C -0.452
8. O -0.586
9. C 0.883
10. O 0.382
11. C -0.982
12. C 0.440
13. C -1.918
14. C 0.172
15. C 0.669
16. C -1.440
17. C -1.472
18. C -0.490
19. C 0.846
20. C -0.596
21. C -0.974
22. C 0.526
23. O -0.404
24. C 0.171
25. O -0.519
26. C -0.736
27. O -0.592
28. H 0.371
29. H 0.354
30. H 0.091
31. H 0.114
32. H 0.427
33. H 0.397
34. H 0.332
35. H 0.363
36. H 0.392
37. H 0.327
38. H 0.439
39. H 0.414
40. H 0.403
41. H 0.362
42. H 0.516
43. H 0.435
44. H -0.801
45. H 0.401
46. H 0.235
47. H 0.414
48. H 0.346
49. H 0.266
50. H 0.264
51. H 0.462
52. H -1.042
53. H 0.534
54. H 0.435
55. H 0.372
56. H 0.423
57. H 0.418
58. H -0.682
59. H 0.377
60. H 0.553
61. F -0.374
62. C 0.485
63. C -0.485
64. C -0.494
65. C -0.499
66. C -0.427
67. C -0.301
68. H 0.488
69. H 0.395
70. H 0.384
71. H 0.374
72. H 0.440
73. F -0.327
74. C 0.270
75. C -0.777
76. C -0.182
77. C -0.883
78. C -0.308
79. C -0.611
80. H 0.971
81. H 0.503
82. H 0.458
83. H 0.370
84. H 0.434
85. F -0.331
86. C 0.535
87. C -0.364
88. C -0.420
89. C -0.529
90. C -0.268
91. C -0.548
92. H 0.440
93. H 0.365
94. H 0.373
95. H 0.355
96. H 0.415
97. F -0.104
98. C 0.308
99. C -0.374



Question: The highest electronic energy belongs to which entry?
Answer: C51H56N5O10